Entry from the OMol25 dataset: C11H27AgNO5 as an isolated structure (the ωB97M-V functional and the def2-TZVPD basis).

CARTESIAN COORDINATES (ANGSTROEM)
Ag  13.2747  5.8754  9.8081
C  11.6462  8.8306  9.6039
O  12.5939  8.1453  10.4401
C  13.6063  8.9598  10.8700
C  14.4597  8.0215  11.8066
O  14.9620  6.7450  11.3321
C  15.8463  6.1482  12.2750
H  11.9769  9.2527  8.6549
H  11.2092  9.7139  10.0696
H  10.8522  8.1459  9.3060
H  13.2950  9.8510  11.4149
H  14.2706  9.2314  10.0496
H  13.8084  7.8340  12.6603
H  15.2223  8.6345  12.2870
H  15.3025  5.7557  13.1342
H  16.5954  6.8040  12.7187
H  16.3802  5.3492  11.7607
C  11.2920  6.3661  12.7497
O  12.1908  5.5854  11.9938
C  12.3239  4.2502  12.5339
C  12.9509  3.4058  11.4908
O  14.0643  3.9571  10.9241
C  14.5577  3.1782  9.8142
H  11.4644  7.4159  12.5122
H  11.4431  6.2996  13.8271
H  10.2536  6.1840  12.4729
H  11.3602  3.7691  12.7011
H  12.7124  4.2364  13.5522
H  12.2161  3.1931  10.7143
H  13.1590  2.4703  12.0101
H  14.9224  2.2170  10.1763
H  15.3479  3.7624  9.3425
H  13.8244  2.8989  9.0577
C  8.9189  6.0573  9.4686
C  9.8473  4.9242  9.1256
O  11.0605  5.0761  9.2459
N  9.2850  3.8926  8.5116
C  10.0559  2.8144  7.8353
H  8.0122  5.7670  9.9993
H  8.5960  6.5762  8.5660
H  9.3067  6.7218  10.2407
H  8.3234  3.9787  8.2151
H  9.4004  1.9975  7.5335
H  10.8710  2.4436  8.4568
H  10.3928  3.1219  6.8454

The value obtained for the total energy is -27551.181 eV. For the molar mass, the calculation gives 361.21 u. For the gap between HOMO and LUMO (spin up / spin down), the calculation gives 9.2 / 4.3 eV. As for the spin multiplicity: 2. As for the expectation value of S²: 0.7562. The charge is +2. The max |F| comes out at 0.0792 Eh/bohr.